27
Properties=species:S:1:pos:R:3:forces:R:3 method="wB97M-V/def2-TZVPD" e_homo_ha="-0.3785 / -0.5291" e_above_lowest_ev=2.693 multiplicity=4 total_charge=+1 homo_lumo_gap_ev="6.777 / 9.251"
O 4.885296 0.899342 -0.684399 -2.359 -1.464 -0.849
C 3.949369 0.321792 -1.008347 2.341 1.450 0.856
Co -0.911985 0.197116 -2.183569 1.549 -0.687 0.544
O -0.444516 2.932635 -1.821600 -1.471 -2.440 -0.791
C -0.871639 1.880078 -2.085346 1.361 7.285 0.805
C -2.044676 -0.455762 -1.112177 -2.476 -2.876 4.782
O -2.301853 -1.010624 -0.127623 -0.307 1.014 -1.703
C -3.823635 0.325811 -3.432216 -2.464 0.117 -1.526
O -4.782907 0.346778 -4.051254 2.017 -0.043 1.268
C -0.562503 -0.530993 -3.681225 3.681 -5.307 -7.257
O 0.052938 -1.227567 -4.417646 -2.807 3.082 2.843
H 0.626973 0.700736 -1.053613 0.632 -0.779 0.671
C 0.150728 -0.889183 3.032805 0.149 -0.640 -0.388
N 0.379158 0.062359 1.924324 -0.619 -0.393 -0.007
C 0.175548 1.486447 2.189810 -0.208 0.524 1.526
C 0.665362 -0.342680 0.705940 -0.912 4.084 1.213
C 0.844044 -1.738820 0.331337 -0.241 0.658 0.394
O 0.747387 0.775827 -0.051009 0.530 -1.473 0.045
H -0.124880 -0.366651 3.993811 0.528 -0.600 -1.294
H 1.106413 -1.454426 3.087910 -0.800 0.103 0.678
H -0.669684 -1.580262 2.711968 0.635 0.489 0.559
H 1.113240 2.022367 2.136593 0.211 0.109 -0.286
H -0.572421 1.997492 1.588705 0.085 -0.422 -0.390
H -0.163747 1.578162 3.231303 0.130 -0.137 -0.363
H 1.030994 -1.652607 -0.725968 0.599 -0.935 -0.383
H 1.691325 -2.049450 1.001870 -0.801 -0.560 -1.043
H -0.144329 -2.227919 0.499614 1.015 -0.156 0.095